(a)
ORCA calculation (ωB97M-V/def2-TZVPD) on a 2-piece molecular cluster, C5H14 overall.

Geometry (Å):
C 0.8178 -2.4247 -2.1334
C 1.9664 -1.6923 -1.4414
H -0.0757 -1.7977 -2.1711
H 1.0645 -2.5788 -3.1872
H 0.5310 -3.3654 -1.6693
H 2.7332 -2.3707 -1.0759
H 1.6738 -1.0804 -0.5899
H 2.4371 -1.0261 -2.1654
C -0.7235 1.8288 1.5882
C -1.8126 0.8568 2.0595
C -0.3580 1.6269 0.1076
H -1.0238 2.8376 1.8416
H 0.1678 1.7170 2.2203
H -2.7680 1.1655 1.6392
H -0.9018 0.7400 -0.2263
H -1.9253 0.8989 3.1387
H -1.5871 -0.1688 1.7838
H -0.7261 2.4432 -0.5100
H 0.7059 1.4122 0.0402

As for the charge: 0. As for the SMILES: CCC.CC. The calculation puts the lowest unoccupied orbital energy at 0.041 Eh. The calculation puts the highest occupied orbital energy at -11.35 eV. As for the spin multiplicity: 1. The HOMO-LUMO gap comes out at 12.47 eV.

=====

(b)
ORCA calculation (ωB97M-V/def2-TZVPD) on a 2-piece molecular cluster, C5H14 overall.

Geometry (Å):
C -0.2554 -1.5689 0.8277
C 1.0482 -0.8557 0.4675
C -0.0937 -3.0783 1.2603
H -0.7179 -1.0741 1.6990
H -0.9539 -1.5992 0.0162
H 0.8996 -0.4659 -0.5406
H 1.9057 -1.5296 0.5894
H -0.5901 -3.7507 0.5508
H 0.9720 -3.2862 1.3152
H 1.2581 -0.0692 1.1945
H -0.5618 -3.2747 2.2256
C -0.1940 2.7547 -0.5149
C -0.4045 2.4491 -1.9977
H 0.6212 3.3818 -0.2017
H -1.1117 3.1930 -0.0717
H -0.3107 1.9212 0.1818
H 0.0746 1.4719 -2.0944
H -1.4222 2.1335 -2.2354
H -0.1638 3.2472 -2.6715

As for the charge: 0. As for the SMILES: CCC.CC. The calculation puts the lowest unoccupied orbital energy at 0.043 Eh. The calculation puts the highest occupied orbital energy at -10.99 eV. As for the spin multiplicity: 1. The HOMO-LUMO gap comes out at 12.15 eV.

=====

Need the numbers? Relative energies in kcal/mol: (a) 0.0; (b) 16.6.

=====

(a)
ORCA calculation (ωB97M-V/def2-TZVPD) on a 2-piece molecular cluster, C5H14 overall.

Geometry (Å):
C -1.3552 -1.4835 0.2198
C 0.0789 -1.5592 -0.3770
C -2.3576 -2.4490 -0.3941
H -1.2278 -1.6632 1.2954
H -1.6783 -0.4412 0.1631
H 0.6003 -2.4128 0.0644
H -3.2488 -2.6066 0.2082
H -2.6290 -2.0444 -1.3707
H 0.5868 -0.6581 -0.0481
H -0.0161 -1.8463 -1.4038
H -1.8881 -3.4221 -0.5220
C 0.9132 2.6262 0.5670
C 2.3313 2.4824 0.0042
H 0.8753 3.5715 1.0680
H 0.2148 2.6637 -0.2680
H 0.6479 1.8278 1.2449
H 3.1060 2.5580 0.7726
H 2.4997 1.5523 -0.5388
H 2.5468 3.3043 -0.6853

As for the charge: 0. As for the SMILES: CCC.CC. The calculation puts the lowest unoccupied orbital energy at 0.041 Eh. The calculation puts the highest occupied orbital energy at -11.19 eV. As for the spin multiplicity: 1. The HOMO-LUMO gap comes out at 12.32 eV.

=====

(b)
ORCA calculation (ωB97M-V/def2-TZVPD) on a 2-piece molecular cluster, C5H14 overall.

Geometry (Å):
C 1.3780 0.7732 -0.3358
C 0.5024 1.8304 -1.1707
C 1.5883 1.3537 1.0762
H 2.3138 0.7778 -1.0507
H 0.8754 -0.1642 -0.0513
H 0.5221 2.8560 -0.5808
H 1.0745 2.0042 -2.1973
H 1.3893 0.6547 1.9241
H -0.5109 1.2963 -1.2784
H 0.9303 2.2275 1.2912
H 2.5355 1.8015 1.1947
C -1.4736 -2.6732 0.2209
C -1.8671 -1.2422 0.1191
H -1.7039 -3.2691 -0.7082
H -0.3537 -2.7614 0.5770
H -1.6956 -3.1989 1.1206
H -1.2308 -0.4976 0.5360
H -2.0619 -0.7975 -0.8046
H -2.8524 -1.1808 0.5697

As for the charge: 0. As for the SMILES: CCC.CC. The calculation puts the lowest unoccupied orbital energy at 0.040 Eh. The calculation puts the highest occupied orbital energy at -10.70 eV. As for the spin multiplicity: 1. The HOMO-LUMO gap comes out at 11.80 eV.

=====

(c)
ORCA calculation (ωB97M-V/def2-TZVPD) on a 2-piece molecular cluster, C5H14 overall.

Geometry (Å):
C 1.2443 0.9563 -1.2657
C 1.5024 0.5896 -2.7254
C 1.4683 -0.1668 -0.2441
H 1.9506 1.7682 -1.0897
H 0.2748 1.3714 -0.9982
H 1.7003 1.5235 -3.2792
H 0.5448 -0.3878 0.3253
H 0.6926 -0.0109 -3.1486
H 2.2949 -0.1623 -2.9394
H 1.8095 -1.0984 -0.6931
H 2.1164 -0.1106 0.6503
C -2.2050 -1.0510 2.3176
C -1.6385 0.0364 1.4253
H -1.5727 -1.3882 3.1653
H -3.0313 -0.6593 2.9370
H -2.6125 -2.0294 2.0043
H -2.3671 0.5166 0.7636
H -0.9731 -0.4665 0.7028
H -1.1987 0.7689 2.0918

As for the charge: 0. As for the SMILES: CCC.CC. The calculation puts the lowest unoccupied orbital energy at 0.041 Eh. The calculation puts the highest occupied orbital energy at -10.68 eV. As for the spin multiplicity: 1. The HOMO-LUMO gap comes out at 11.79 eV.

=====

Need the numbers? Relative energies in kcal/mol: (a) 0.0; (b) 44.3; (c) 20.9.

=====

(a)
ORCA calculation (ωB97M-V/def2-TZVPD) on a 2-piece molecular cluster, C5H14 overall.

Geometry (Å):
C -1.3243 2.0057 0.2622
C -0.6454 1.1195 -0.8627
C -0.3314 2.0617 1.3954
H -2.2551 1.5249 0.7421
H -1.5490 2.9555 -0.2645
H 0.4571 1.2569 -0.9408
H -1.0393 0.1240 -0.7261
H 0.6998 1.7969 0.9918
H -1.0952 1.4315 -1.8173
H -0.4866 1.3067 2.1680
H -0.2290 3.0655 1.8337
C 0.6902 -2.6636 -0.9702
C 1.2500 -2.0616 0.2830
H 1.4701 -3.1167 -1.5525
H -0.2268 -3.1730 -0.8381
H 0.5582 -1.7886 -1.6848
H 0.9910 -1.0223 0.4623
H 2.3238 -2.1339 0.3528
H 0.7420 -2.6890 1.1656

As for the charge: 0. As for the SMILES: CCC.CC. The calculation puts the lowest unoccupied orbital energy at 0.042 Eh. The calculation puts the highest occupied orbital energy at -11.01 eV. As for the spin multiplicity: 1. The HOMO-LUMO gap comes out at 12.16 eV.

=====

(b)
ORCA calculation (ωB97M-V/def2-TZVPD) on a 2-piece molecular cluster, C5H14 overall.

Geometry (Å):
C -2.1248 1.1312 -0.8225
C -1.4244 0.5776 -2.0708
H -2.8006 2.1179 -1.1797
H -2.7559 0.4846 -0.3164
H -1.3776 1.6064 -0.2506
H -1.4319 -0.4394 -2.3405
H -0.3786 0.6025 -1.9893
H -1.8431 0.9891 -2.9614
C 1.3494 -0.8994 0.5706
C 2.4912 -0.1896 1.2448
C 0.0806 -1.0422 1.3983
H 0.9544 -0.2520 -0.3999
H 1.6615 -1.9295 0.0057
H 2.1461 0.8680 1.4929
H 3.3136 0.1338 0.5886
H 0.2257 -1.2902 2.5025
H -0.4315 -0.0533 1.3931
H 2.9223 -0.6837 2.1514
H -0.5762 -1.7317 0.9830

As for the charge: 0. As for the SMILES: CCC.CC. The calculation puts the lowest unoccupied orbital energy at 0.041 Eh. The calculation puts the highest occupied orbital energy at -10.72 eV. As for the spin multiplicity: 1. The HOMO-LUMO gap comes out at 11.84 eV.

=====

(c)
ORCA calculation (ωB97M-V/def2-TZVPD) on a 2-piece molecular cluster, C5H14 overall.

Geometry (Å):
C 0.7441 0.8444 2.5237
C 1.0924 -0.5516 1.9642
H 0.4002 1.4790 1.7059
H -0.0061 0.8001 3.3085
H 1.6241 1.3579 2.9267
H 0.1790 -0.9239 1.5217
H 1.4424 -1.1477 2.8043
H 1.9027 -0.5179 1.2465
C -0.1938 -0.3057 -1.2328
C -1.2719 0.6331 -0.7086
C -0.4085 -0.6505 -2.7099
H 0.7357 0.2514 -1.1925
H -0.1204 -1.2604 -0.7147
H -1.0822 1.6448 -1.0658
H -0.5901 0.2665 -3.2816
H 0.4582 -1.1158 -3.1830
H -1.4286 0.5248 0.3662
H -2.2708 0.4051 -1.0994
H -1.2693 -1.2903 -2.8778

As for the charge: 0. As for the SMILES: CCC.CC. The calculation puts the lowest unoccupied orbital energy at 0.043 Eh. The calculation puts the highest occupied orbital energy at -11.42 eV. As for the spin multiplicity: 1. The HOMO-LUMO gap comes out at 12.59 eV.

=====

(d)
ORCA calculation (ωB97M-V/def2-TZVPD) on a 2-piece molecular cluster, C5H14 overall.

Geometry (Å):
C 2.0870 1.1335 0.0171
C 2.4027 0.3265 1.2956
H 2.4754 0.6277 -0.8721
H 1.0176 1.2955 -0.1415
H 2.5817 2.1072 0.0414
H 1.5485 0.2831 1.9716
H 3.2001 0.8450 1.8316
H 2.7730 -0.6770 1.0891
C -1.8092 -1.0822 -0.7339
C -0.8615 -0.9727 0.4703
C -2.2999 0.2780 -1.2457
H -1.2605 -1.5530 -1.5470
H -2.6479 -1.7153 -0.4613
H -1.0241 -0.0664 1.0473
H 0.1820 -1.0192 0.1698
H -2.2744 1.0231 -0.4519
H -1.7189 0.6742 -2.0745
H -1.0276 -1.8058 1.1546
H -3.3441 0.2981 -1.5605

As for the charge: 0. As for the SMILES: CCC.CC. The calculation puts the lowest unoccupied orbital energy at 0.043 Eh. The calculation puts the highest occupied orbital energy at -11.44 eV. As for the spin multiplicity: 1. The HOMO-LUMO gap comes out at 12.61 eV.

=====

Need the numbers? Relative energies in kcal/mol: (a) 22.9; (b) 34.7; (c) 0.0; (d) 1.7.

=====

(a)
ORCA calculation (ωB97M-V/def2-TZVPD) on a 2-piece molecular cluster, C5H14 overall.

Geometry (Å):
C -2.0643 0.2610 0.4185
C -2.7611 1.3501 1.1154
H -1.1812 0.6902 -0.0414
H -1.6938 -0.6000 1.0631
H -2.5814 -0.2304 -0.4844
H -2.5624 1.3137 2.1776
H -3.8867 1.3067 1.0068
H -2.6009 2.2825 0.5913
C 1.9567 -1.0683 -0.8077
C 1.8460 0.3530 -1.4476
C 1.2553 -1.0637 0.6229
H 1.3837 -1.6124 -1.4654
H 3.0525 -1.3181 -0.5813
H 1.7656 1.1039 -0.6532
H 0.8724 0.5247 -1.8570
H 0.4700 -0.3048 0.7569
H 0.9182 -2.0406 0.7686
H 2.6806 0.5619 -2.0322
H 1.9685 -0.6702 1.3414

As for the charge: 0. As for the SMILES: CCC.CC. The calculation puts the lowest unoccupied orbital energy at 0.041 Eh. The calculation puts the highest occupied orbital energy at -11.05 eV. As for the spin multiplicity: 1. The HOMO-LUMO gap comes out at 12.17 eV.

=====

(b)
ORCA calculation (ωB97M-V/def2-TZVPD) on a 2-piece molecular cluster, C5H14 overall.

Geometry (Å):
C 0.5276 0.4256 2.0011
C 1.3831 1.2827 1.1890
C 0.7373 -1.0310 1.7329
H 0.6219 0.5638 3.0849
H -0.3976 0.8543 2.0258
H 0.9289 1.8871 0.3438
H 2.2441 0.8507 0.4931
H 0.5537 -1.6079 0.8119
H 1.7555 -1.2846 1.8724
H 1.8688 2.1407 1.7272
H 0.1814 -1.5921 2.6164
C -1.2916 0.4698 -2.2316
C -1.3258 -1.0540 -2.2779
H -1.7246 0.9386 -3.1490
H -1.7846 0.7538 -1.3402
H -0.2253 0.7450 -2.0941
H -2.1105 -1.4545 -2.8576
H -1.6266 -1.4159 -1.3052
H -0.3158 -1.4723 -2.6429

As for the charge: 0. As for the SMILES: CCC.CC. The calculation puts the lowest unoccupied orbital energy at 0.041 Eh. The calculation puts the highest occupied orbital energy at -10.65 eV. As for the spin multiplicity: 1. The HOMO-LUMO gap comes out at 11.76 eV.

=====

(c)
ORCA calculation (ωB97M-V/def2-TZVPD) on a 2-piece molecular cluster, C5H14 overall.

Geometry (Å):
C -0.0868 1.2240 1.1881
C 0.9925 0.5151 2.0489
C -1.3390 0.3436 1.0309
H 0.4142 1.3811 0.1220
H -0.1631 2.2438 1.6151
H 2.0097 0.7074 1.7346
H 0.8509 0.8667 3.1024
H -2.2158 0.8756 1.4094
H 0.8061 -0.5518 2.3364
H -1.2601 -0.5865 1.6459
H -1.5502 0.2191 -0.0410
C 0.5082 -1.4692 -1.4383
C -0.1050 -0.4189 -2.4739
H 1.4179 -1.8632 -1.8425
H 0.6928 -0.8314 -0.5622
H -0.0927 -2.2775 -1.3354
H 0.1744 0.5782 -2.5641
H -1.0980 -0.3523 -2.4639
H 0.0441 -0.6036 -3.5123

As for the charge: 0. As for the SMILES: CCC.CC. The calculation puts the lowest unoccupied orbital energy at 0.042 Eh. The calculation puts the highest occupied orbital energy at -10.86 eV. As for the spin multiplicity: 1. The HOMO-LUMO gap comes out at 12.02 eV.

=====

Need the numbers? Relative energies in kcal/mol: (a) 0.0; (b) 8.3; (c) 7.1.

=====

(a)
ORCA calculation (ωB97M-V/def2-TZVPD) on a 2-piece molecular cluster, C2H5O2 overall.

Geometry (Å):
O 2.9300 0.5256 -0.2313
H 2.8430 1.5352 -0.3878
C 0.0554 -0.3460 0.0678
C -1.2490 -0.7437 -0.0106
O -2.3015 0.0947 0.3708
H 0.7556 -0.8223 -0.3786
H 0.2746 0.6099 0.5741
H -1.4840 -1.8221 -0.3353
H -1.8242 0.9687 0.3308

As for the charge: -1. The calculation puts the lowest unoccupied orbital energy at 0.138 Eh. The calculation puts the highest occupied orbital energy at -2.16 eV. As for the spin multiplicity: 1. The HOMO-LUMO gap comes out at 5.92 eV.

=====

(b)
ORCA calculation (ωB97M-V/def2-TZVPD) on a 2-piece molecular cluster, C2H5O2 overall.

Geometry (Å):
O 0.7415 -2.5909 -1.3640
H 0.4328 -2.4706 -0.4468
C -0.2503 0.1974 1.4479
C 0.1234 1.2088 0.7798
O -0.6290 1.7951 -0.2886
H 0.2515 -2.0712 -2.0652
H -0.4248 -0.5290 2.0389
H 1.0036 1.6440 0.8220
H -1.4014 1.3560 -0.4940

As for the charge: -1. The calculation puts the lowest unoccupied orbital energy at 0.158 Eh. The calculation puts the highest occupied orbital energy at -0.87 eV. As for the spin multiplicity: 1. The HOMO-LUMO gap comes out at 5.17 eV.

=====

Need the numbers? Relative energies in kcal/mol: (a) 0.0; (b) 33.0.